No. 1
{
  "formula": "C19H44IO2Si",
  "method": "ωB97M-V/def2-TZVPD",
  "charge": -1,
  "spin_multiplicity": 1,
  "species": ["O", "C", "O", "Si", "I", "H", "H", "C", "C", "C", "C", "C", "C", "H", "H", "H", "H", "H", "H", "H", "H", "H", "H", "H", "H", "H", "H", "C", "C", "C", "C", "C", "C", "H", "H", "H", "H", "H", "H", "H", "H", "H", "H", "H", "H", "H", "H", "C", "C", "C", "C", "C", "C", "H", "H", "H", "H", "H", "H", "H", "H", "H", "H", "H", "H", "H", "H"],
  "coordinates": [[0.8981, 3.2523, 0.0779], [2.1494, 3.3805, 0.5757], [3.2194, 3.9686, -0.2540], [2.6256, 2.8686, 2.3982], [2.5339, 5.0173, 3.7136], [1.7495, 1.8333, 2.9471], [4.0399, 2.4496, 2.3450], [-0.4198, -3.7470, 2.7037], [-0.8946, -2.9508, 1.4981], [0.1114, -1.8920, 1.0388], [0.4204, -0.7913, 2.0596], [-0.7898, 0.0065, 2.5530], [-1.4956, 0.7752, 1.4472], [-0.2815, -3.1112, 3.5817], [-1.1581, -4.5132, 2.9613], [0.5274, -4.2539, 2.4893], [-1.8621, -2.4896, 1.7207], [-1.0679, -3.6465, 0.6692], [-0.2591, -1.4364, 0.1126], [1.0531, -2.3891, 0.7725], [1.1425, -0.0978, 1.6094], [0.9275, -1.2316, 2.9270], [-0.4471, 0.7219, 3.3099], [-1.5046, -0.6541, 3.0562], [-0.8093, 1.4712, 0.9553], [-2.3236, 1.3562, 1.8642], [-1.9104, 0.1056, 0.6909], [-4.0815, 6.7999, -2.1383], [-3.2504, 7.5829, -1.1337], [-1.8673, 7.9694, -1.6644], [-0.9445, 6.7961, -2.0121], [-0.6655, 5.8174, -0.8681], [0.0503, 6.4576, 0.3107], [-3.6166, 5.8444, -2.3934], [-5.0711, 6.5871, -1.7212], [-4.2236, 7.3741, -3.0604], [-3.1587, 7.0085, -0.2063], [-3.7913, 8.5005, -0.8760], [-1.3760, 8.6122, -0.9240], [-1.9918, 8.5877, -2.5627], [0.0097, 7.2037, -2.3706], [-1.3684, 6.2377, -2.8559], [-0.0405, 5.0033, -1.2542], [-1.5969, 5.3533, -0.5254], [1.0039, 6.8944, -0.0009], [0.2585, 5.7045, 1.0766], [-0.5542, 7.2405, 0.7736], [3.7277, -7.5637, -0.9852], [2.7786, -7.1116, -2.0842], [2.1424, -5.7463, -1.8094], [1.2585, -5.6718, -0.5595], [0.0919, -6.6626, -0.5192], [-0.9123, -6.4564, -1.6421], [3.2110, -7.6967, -0.0315], [4.1821, -8.5229, -1.2536], [4.5363, -6.8383, -0.8439], [2.0054, -7.8713, -2.2369], [3.3398, -7.0494, -3.0235], [1.5566, -5.4505, -2.6881], [2.9385, -4.9967, -1.7136], [0.8603, -4.6519, -0.4804], [1.8778, -5.8226, 0.3334], [-0.4286, -6.5452, 0.4387], [0.4636, -7.6931, -0.5423], [-1.3270, -5.4441, -1.6150], [-1.7409, -7.1632, -1.5385], [-0.4605, -6.6191, -2.6230]]
}


No. 2
{
  "formula": "C19H44N2O10P",
  "method": "ωB97M-V/def2-TZVPD",
  "charge": 1,
  "spin_multiplicity": 1,
  "species": ["N", "P", "O", "O", "C", "C", "C", "C", "C", "C", "C", "O", "O", "N", "H", "H", "H", "H", "H", "H", "H", "H", "H", "H", "H", "H", "H", "H", "H", "H", "C", "O", "C", "C", "O", "C", "C", "O", "C", "H", "H", "H", "H", "H", "H", "H", "H", "H", "H", "H", "H", "H", "H", "C", "O", "C", "C", "O", "C", "C", "O", "C", "H", "H", "H", "H", "H", "H", "H", "H", "H", "H", "H", "H", "H", "H"],
  "coordinates": [[4.7413, -2.3408, 2.5996], [3.2777, -1.8199, 2.1375], [2.5712, -0.6612, 3.2840], [3.3998, -0.9677, 0.5867], [1.9672, -3.1881, 1.9040], [2.4160, -4.7166, 1.5203], [0.8789, -5.3469, 1.3251], [0.2135, -4.6285, 2.6734], [-1.4190, -4.5334, 2.7936], [-2.0809, -3.1565, 2.1960], [-1.4313, -2.6268, 0.7873], [-1.4131, -3.2774, -0.3796], [-0.8461, -1.2519, 0.8051], [1.0693, -3.4427, 3.1142], [4.6404, -3.3746, 2.7003], [2.1427, -1.1770, 4.0549], [3.4490, -1.6655, -0.1463], [1.3653, -2.8550, 0.9574], [2.9237, -5.3442, 2.3966], [3.0796, -4.9262, 0.5799], [0.5465, -4.8616, 0.2995], [1.0212, -6.5111, 1.3327], [0.5053, -5.4381, 3.4999], [-1.7015, -4.5570, 3.9535], [-1.9176, -5.4818, 2.3220], [-1.9938, -2.3115, 3.0143], [-3.2207, -3.4015, 1.9745], [0.0395, -1.2365, 0.3366], [0.4195, -2.6766, 3.4011], [1.6100, -3.8288, 3.9415], [-0.3405, -1.6481, -6.7129], [0.0967, -0.5335, -5.9505], [-0.5699, 0.6793, -6.2932], [-1.0090, 1.4490, -5.0411], [-2.0485, 0.8284, -4.2749], [-1.7127, -0.3809, -3.5826], [-0.6861, -0.2248, -2.4532], [0.6123, 0.0430, -2.9794], [1.3253, 1.0322, -2.2543], [0.1642, -1.6557, -7.6825], [-0.0751, -2.5570, -6.1664], [-1.4269, -1.6445, -6.8482], [-1.4393, 0.4976, -6.9329], [0.1461, 1.2915, -6.8540], [-1.4268, 2.4059, -5.3766], [-0.1630, 1.7074, -4.4060], [-1.4188, -1.1586, -4.2881], [-2.6502, -0.7234, -3.1309], [-0.6227, -1.1582, -1.8879], [-1.0159, 0.5695, -1.7718], [0.6790, 1.8576, -1.9442], [2.0954, 1.4429, -2.9142], [1.8097, 0.5787, -1.3848], [-1.1206, 6.9360, 0.6152], [-0.6501, 6.0529, 1.6219], [-1.5891, 5.8482, 2.6751], [-1.7082, 4.3623, 3.0370], [-2.3097, 3.5349, 2.0338], [-1.5609, 3.3240, 0.8299], [-0.2581, 2.5317, 1.0000], [0.7237, 3.3080, 1.6840], [1.4586, 2.5711, 2.6481], [-0.9759, 7.9720, 0.9329], [-0.5370, 6.7571, -0.2917], [-2.1734, 6.7535, 0.3769], [-2.5780, 6.2414, 2.4189], [-1.2173, 6.3980, 3.5477], [-2.3707, 4.2912, 3.9081], [-0.7556, 3.9458, 3.3608], [-1.3921, 4.2684, 0.3119], [-2.2204, 2.7383, 0.1800], [0.1486, 2.2853, 0.0158], [-0.4711, 1.5947, 1.5298], [0.8229, 1.8780, 3.2052], [1.8818, 3.2824, 3.3638], [2.2758, 2.0321, 2.1602]]
}


No. 3
{
  "formula": "C19H44N2O12P2",
  "method": "ωB97M-V/def2-TZVPD",
  "smiles": "COC[C@@H](N[PH2]=N)P(=O)(O)O.CCOC(C)=O.CCOC(C)=O.CCOC(C)=O.CCOC(C)=O",
  "charge": 0,
  "spin_multiplicity": 1,
  "species": ["C", "O", "C", "C", "N", "P", "N", "P", "O", "O", "O", "H", "H", "H", "H", "H", "H", "H", "H", "H", "H", "H", "H", "C", "C", "O", "C", "C", "O", "H", "H", "H", "H", "H", "H", "H", "H", "C", "C", "O", "C", "C", "O", "H", "H", "H", "H", "H", "H", "H", "H", "C", "C", "O", "C", "C", "O", "H", "H", "H", "H", "H", "H", "H", "H", "C", "C", "O", "C", "C", "O", "H", "H", "H", "H", "H", "H", "H", "H"],
  "coordinates": [[-3.6639, -2.8713, -4.5368], [-2.4391, -2.4192, -3.8617], [-2.5070, -1.0090, -3.4532], [-1.7721, 0.0483, -4.4652], [-1.1081, -0.5649, -5.6742], [0.5899, -1.0199, -5.3978], [1.5306, 0.1375, -4.7748], [-3.1837, 1.1900, -5.1650], [-2.6084, 2.2709, -6.1696], [-3.9610, 2.0529, -3.8282], [-4.3963, 0.2331, -6.0269], [-3.9618, -3.9118, -4.0428], [-4.5737, -2.1389, -4.4688], [-3.4401, -3.0303, -5.6828], [-1.9484, -0.9139, -2.4022], [-3.6151, -0.6241, -3.2307], [-1.0946, 0.7484, -3.8179], [-1.0971, 0.1213, -6.4743], [0.6432, -2.2086, -4.5412], [1.1550, -1.3774, -6.6911], [0.9230, 0.9699, -4.6118], [-3.2837, 2.7465, -3.5641], [-3.9569, -0.5821, -6.4226], [1.2159, 4.0619, -1.5567], [-0.2593, 4.3304, -1.7826], [-0.9810, 3.1019, -1.9797], [-1.4560, 2.3210, -0.9825], [-0.9950, 2.5791, 0.4220], [-2.1932, 1.3710, -1.2336], [1.3825, 3.4685, -0.6541], [1.7688, 5.0008, -1.4609], [1.6331, 3.4899, -2.3920], [-0.7086, 4.9279, -0.9853], [-0.3775, 4.9090, -2.7078], [-0.1527, 1.9206, 0.6492], [-1.8221, 2.3589, 1.1048], [-0.7113, 3.6127, 0.6116], [1.9211, 1.2958, 4.4742], [2.2997, 1.2232, 3.0077], [1.7562, 2.3390, 2.2807], [2.3406, 3.5555, 2.1901], [3.4871, 3.8783, 3.1029], [1.8918, 4.4060, 1.4258], [2.3291, 2.1910, 4.9504], [2.2909, 0.4182, 5.0122], [0.8331, 1.3464, 4.5865], [3.3782, 1.1389, 2.8517], [1.8517, 0.3221, 2.5693], [3.1077, 4.4061, 3.9816], [4.1873, 4.5258, 2.5651], [4.0594, 3.0082, 3.4191], [2.2018, -4.7122, 2.7347], [2.3077, -3.4117, 1.9623], [2.7028, -2.3316, 2.8262], [3.9820, -2.0373, 3.1530], [5.0593, -3.0306, 2.8296], [4.2454, -1.0084, 3.7703], [3.1647, -5.0060, 3.1604], [1.8495, -5.5191, 2.0856], [1.5058, -4.6039, 3.5731], [2.9697, -3.4856, 1.0958], [1.3159, -3.1479, 1.5731], [5.2453, -3.6555, 3.7069], [5.9720, -2.4821, 2.5748], [4.8353, -3.6627, 1.9724], [-3.6842, -2.3768, 2.2497], [-3.0611, -1.0378, 1.9060], [-2.6871, -0.3240, 3.0974], [-1.5224, -0.4967, 3.7632], [-0.6615, -1.6778, 3.4229], [-1.2124, 0.2587, 4.6810], [-2.9794, -3.0241, 2.7779], [-4.0157, -2.8923, 1.3437], [-4.5447, -2.2396, 2.9128], [-2.2161, -1.1272, 1.2185], [-3.8102, -0.4174, 1.3974], [-0.8850, -2.4948, 4.1138], [0.3879, -1.3858, 3.5337], [-0.7735, -2.0261, 2.3978]]
}


no.,Kohn-Sham gap (Ha),highest occupied orbital energy (eV),calculated total energy (eV)
1,0.259,-4.661,-40491.8906
2,0.245,-10.665,-53145.5262
3,0.318,-8.545,-66542.7231